Record 1
A structure of composition C24H29N7O12SZr at a distorted geometry, computed with ωB97M-V/def2-TZVPD.

Last column: Löwdin charge in e.
Geometry (Å):
Zr  -0.46  -0.58  0.51  1.833
S  -1.20  1.84  1.92  0.793
O  -1.40  -1.84  2.17  -0.273
O  2.56  -1.32  2.71  0.123
O  7.09  -0.50  -1.65  0.120
O  7.01  -0.38  0.50  0.111
O  -1.41  -1.74  -1.12  -0.206
O  0.94  -0.18  1.72  -0.259
O  -2.71  -0.45  0.67  -0.326
O  3.00  0.41  -4.08  0.133
O  -3.32  -1.60  -2.40  0.065
O  0.97  -0.56  -0.81  -0.251
O  1.15  -0.28  -3.22  0.062
O  0.36  -2.77  0.57  -0.229
N  1.16  2.02  3.08  0.087
N  6.51  -0.43  -0.60  -0.363
N  0.19  4.03  2.37  0.093
N  2.35  -0.04  -3.16  -0.331
N  0.61  2.34  -0.75  0.202
N  -1.16  0.90  -0.93  -0.040
N  -2.94  1.33  -2.55  -0.056
C  -3.40  0.28  -0.34  -0.074
C  -0.22  -3.65  -0.41  -0.102
C  2.34  4.08  3.31  0.003
C  4.33  -0.54  0.53  0.104
C  -1.09  2.81  -2.37  0.013
C  -0.59  -2.81  -1.62  -0.101
C  -2.11  -0.99  -2.13  -0.279
C  4.42  -0.25  -1.87  0.116
C  0.15  2.66  2.50  -0.752
C  2.20  2.69  3.50  -0.054
C  -2.39  0.45  -1.52  -0.319
C  2.13  -0.71  1.75  -0.534
C  3.03  -0.26  -1.92  -0.048
C  -0.53  1.98  -1.36  -0.378
C  -0.95  -3.14  2.58  -0.102
C  -2.27  2.43  -2.91  -0.025
C  0.40  -3.35  1.88  -0.102
C  2.26  -0.46  -0.74  -0.232
C  5.05  -0.40  -0.65  -0.105
C  -4.12  0.96  -3.29  -0.004
C  -3.44  -0.55  1.89  -0.134
C  1.27  4.74  2.76  -0.024
C  -2.59  -1.43  2.85  -0.102
C  2.95  -0.54  0.50  -0.027
H  0.50  -4.43  -0.68  0.161
H  2.96  2.12  4.01  0.134
H  -4.42  -1.01  1.70  0.150
H  -3.85  0.43  -4.21  0.108
H  0.65  -4.42  1.82  0.157
H  -3.59  0.45  2.32  0.112
H  -3.17  -2.31  3.15  0.144
H  -0.82  -3.18  3.67  0.158
H  1.20  -2.83  2.43  0.117
H  1.24  5.81  2.62  0.146
H  0.30  -2.38  -2.11  0.132
H  -3.25  -2.30  -3.06  0.138
H  -1.70  -3.89  2.27  0.144
H  -4.28  -0.29  -0.66  0.143
H  -2.75  3.03  -3.67  0.148
H  -4.65  1.87  -3.57  0.107
H  1.17  3.07  -1.16  0.135
H  -3.69  1.27  0.03  0.154
H  -0.64  4.50  2.02  0.156
H  -1.46  -0.87  -3.01  0.186
H  1.03  1.71  -0.07  0.077
H  5.00  -0.14  -2.78  0.145
H  -1.14  -3.43  -2.34  0.154
H  -2.32  -0.86  3.75  0.147
H  -0.60  3.71  -2.69  0.116
H  -4.79  0.33  -2.71  0.092
H  -1.13  -4.12  0.00  0.148
H  4.85  -0.65  1.48  0.145
H  3.22  4.61  3.62  0.121

Summary:
- Orbital gap: 8.1 eV
- Electronic energy: -2662.8449 Eh
- 2S+1: 1
- ΔE to the lowest compared entry with this formula, charge and spin: 0.9530 eV
- Charge: +2
- F_max: 2.7 eV/Å

Record 2
The ion C5H8N with charge +1 at a distorted geometry, computed with ωB97M-V/def2-TZVPD.

Last column: Löwdin charge in e.
Geometry (Å):
N  0.85  0.41  1.10  0.077
C  2.63  0.68  0.83  0.160
C  3.33  -0.86  -0.96  0.244
C  -0.08  0.50  -0.18  -0.157
C  -0.11  -0.71  -1.09  -0.071
C  3.16  -0.23  0.10  -0.186
H  -1.09  -0.78  -1.47  0.078
H  0.63  -0.64  -1.89  0.081
H  -0.12  -1.68  -0.72  0.062
H  0.58  -0.51  1.55  0.177
H  3.02  1.56  1.23  0.103
H  0.47  1.15  1.80  0.180
H  -1.11  0.69  0.25  0.144
H  0.19  1.39  -0.70  0.108

Summary:
- Orbital gap: 8.8 eV
- Electronic energy: -249.5568 Eh
- 2S+1: 1
- ΔE to the lowest compared entry with this formula, charge and spin: 7.3020 eV
- Charge: +1
- F_max: 4.2 eV/Å

Record 3
A cluster of 3 separate species, C26H32Cl2N3O10S in total at a distorted geometry, computed with ωB97M-V/def2-TZVPD.

Last column: Löwdin charge in e.
Geometry (Å):
Cl  -1.40  1.16  -3.45  0.730
Cl  0.76  -0.99  -3.34  0.822
S  1.04  -6.07  2.65  0.802
O  -0.38  1.67  2.61  0.040
O  -5.74  -5.19  -4.33  0.129
O  -1.86  6.09  2.26  0.142
O  -1.30  -2.10  -5.39  0.063
O  -1.88  6.19  4.92  0.144
O  -1.99  -2.81  -2.86  0.067
O  -0.47  1.73  5.29  0.118
O  2.01  -2.87  -1.24  0.042
O  0.69  -3.38  0.52  -0.003
O  -5.02  -4.56  -6.82  0.131
N  1.80  -3.38  2.60  0.103
N  4.54  2.03  2.50  -0.002
N  1.18  -0.43  0.33  0.013
C  1.75  -1.32  1.40  -0.015
C  -3.13  -3.30  -6.19  0.084
C  -1.51  5.01  2.93  -0.224
C  -0.81  2.83  4.60  -0.230
C  0.93  -2.59  1.67  -0.477
C  -2.38  -2.86  -5.17  -0.225
C  0.26  -1.24  -0.55  -0.169
C  -1.18  3.96  5.22  0.093
C  -0.40  -2.32  2.43  0.034
C  -1.02  0.39  -1.92  -0.696
C  -0.07  -0.55  -1.86  -0.602
C  -4.31  -4.12  -5.94  -0.309
C  -4.65  -4.45  -4.52  -0.233
C  -1.84  0.87  -0.75  -0.070
C  2.23  0.37  -0.38  -0.093
C  -0.75  2.72  3.11  -0.309
C  -2.71  -3.22  -3.75  -0.303
C  1.84  1.84  -0.58  -0.169
C  1.56  -4.58  2.58  -0.730
C  0.72  -2.70  -0.70  -0.333
C  -1.54  5.13  4.43  -0.302
C  3.73  2.89  1.61  -0.259
C  -1.13  3.88  2.32  0.067
C  3.06  2.73  -0.92  -0.178
C  -3.89  -4.02  -3.50  0.073
C  4.18  2.68  0.14  -0.194
H  -1.23  4.04  6.29  0.145
H  -4.13  -4.25  -2.47  0.135
H  2.66  2.71  1.77  0.088
H  4.97  3.41  -0.08  0.114
H  -2.81  1.19  -1.14  0.085
H  -0.63  -1.25  2.50  0.072
H  -0.32  -2.71  3.45  0.096
H  1.72  -0.74  2.32  0.147
H  -1.10  3.79  1.25  0.124
H  -2.09  6.77  2.92  0.133
H  3.47  2.50  -1.90  0.119
H  -0.25  1.06  4.62  0.106
H  -2.91  -3.05  -7.22  0.141
H  -1.20  -2.88  1.94  0.103
H  4.87  2.55  3.30  0.065
H  1.19  1.89  -1.46  0.106
H  -0.85  -1.89  -4.54  0.005
H  2.68  3.76  -0.96  0.120
H  2.33  -2.08  -1.69  0.044
H  -2.05  0.10  0.00  0.087
H  4.68  1.70  0.11  0.096
H  3.96  3.92  1.88  0.114
H  1.26  2.26  0.25  0.097
H  2.79  -1.59  1.22  0.149
H  -1.39  1.74  -0.27  0.073
H  -0.70  -1.29  -0.03  0.145
H  -6.09  -5.37  -5.22  0.127
H  0.01  -3.18  -1.37  0.156
H  2.53  -0.05  -1.34  0.123
H  0.59  0.24  0.82  0.144
H  3.12  0.35  0.26  0.120
H  4.00  1.24  2.82  0.048

Summary:
- Orbital gap: 7.3 eV
- Electronic energy: -3244.8872 Eh
- 2S+1: 1
- Charge: +1
- F_max: 1.7 eV/Å

Record 4
An isolated molecule of C4H5NO, computed with ωB97M-V/def2-TZVPD.

Last column: Löwdin charge in e.
Geometry (Å):
O  -1.62  0.12  1.67  0.098
N  0.60  0.44  0.95  0.106
C  -0.26  -0.57  -1.57  -0.028
C  -1.21  -0.68  -0.59  -0.245
C  1.61  0.72  0.22  0.076
C  -0.99  -0.09  0.69  -0.365
H  1.49  0.53  -0.85  0.044
H  -0.66  -1.03  -2.50  -0.014
H  0.71  0.61  1.96  0.133
H  2.53  1.10  0.68  0.103
H  -2.21  -1.14  -0.66  0.092

Summary:
- Orbital gap: 7.1 eV
- Electronic energy: -285.2527 Eh
- 2S+1: 1
- ΔE to the lowest compared entry with this formula, charge and spin: 4.4046 eV
- F_max: 0.8 eV/Å

Record 5
An isolated molecule of C9H9Cl3N2S at a distorted geometry, computed with ωB97M-V/def2-TZVPD.

Last column: Löwdin charge in e.
Geometry (Å):
Cl  -1.40  -4.94  0.55  0.646
Cl  3.71  4.63  2.45  0.023
Cl  0.65  2.17  3.27  0.450
S  1.51  4.82  2.44  0.459
N  1.40  3.12  1.84  -0.835
N  -0.19  0.85  -0.55  0.102
C  -0.67  -1.40  -1.48  -0.208
C  -1.39  -3.26  0.00  -0.633
C  -1.13  -1.05  0.92  -0.009
C  -0.23  -1.03  -2.83  -0.069
C  -0.97  -2.81  -1.28  -0.015
C  -1.51  -2.33  0.96  -0.203
C  0.69  1.25  0.29  -0.127
C  -0.63  -0.50  -0.37  -0.196
C  1.01  2.79  0.46  -0.240
H  1.29  0.53  0.94  0.133
H  0.10  3.26  0.38  0.067
H  -1.71  -2.63  1.95  0.094
H  0.71  -0.43  -2.84  0.090
H  1.75  3.19  -0.19  0.110
H  -0.92  -3.50  -2.04  0.081
H  -1.03  -0.52  1.90  0.117
H  -0.97  -0.32  -3.32  0.110
H  -0.08  -1.89  -3.42  0.055

Summary:
- Orbital gap: 7.4 eV
- Electronic energy: -2236.4804 Eh
- 2S+1: 1
- Structure (SMILES): Cc1cc(Cl)ccc1/N=C/CN(Cl)SCl
- F_max: 4.5 eV/Å

Record 6
A cluster of 3 separate species, C2H4O2S2 in total at a distorted geometry, computed with ωB97M-V/def2-TZVPD.

Last column: Löwdin charge in e.
Geometry (Å):
S  1.57  -0.94  0.47  0.624
S  0.71  1.54  3.30  0.778
O  -1.20  0.39  1.27  -0.126
O  -0.43  2.97  1.33  0.106
C  1.41  -0.43  -1.04  -0.555
C  0.02  2.29  2.14  -0.915
H  -1.03  -0.41  1.78  0.027
H  0.96  -1.05  -1.81  -0.003
H  -2.09  0.32  0.92  0.061
H  1.74  0.56  -1.35  0.001

Summary:
- Orbital gap: 8.5 eV
- Electronic energy: -1025.4303 Eh
- 2S+1: 1
- ΔE to the lowest compared entry with this formula, charge and spin: 0.9554 eV
- Structure (SMILES): O=C=S.C=S.O
- F_max: 1.6 eV/Å

| no. | LUMO level (eV) |
| --- | --- |
| 1 | -5.62 |
| 2 | -6.70 |
| 3 | -4.27 |
| 4 | -0.51 |
| 5 | -1.31 |
| 6 | -0.34 |